{"formula": "C2H2Cl2O2", "method": "ωB97M-V/def2-TZVPD", "smiles": "O=COC(Cl)Cl", "homo_energy_ha": -0.4078, "fmax_ev_per_a": 3.39, "homo_lumo_gap_ev": 11.621, "relative_energy_kcal_mol": 33.3, "elements": ["O", "C", "O", "C", "Cl", "Cl", "H", "H"], "positions_angstrom": [[-1.556370, -0.819268, 0.691156], [-1.317148, -0.335267, -0.393826], [-0.254516, 0.383412, -0.672954], [0.823562, 0.382275, 0.270949], [1.537234, -1.349508, 0.366220], [2.150802, 1.432017, -0.319938], [-2.021886, -0.515720, -1.250552], [0.638322, 0.822057, 1.308946]], "forces_ev_per_angstrom": [[0.4, 0.6, -1.0], [-2.3, -1.9, 1.6], [2.2, 1.0, 0.0], [0.9, -0.4, 0.6], [-0.9, 1.6, 0.2], [-0.8, -0.3, -0.2], [0.9, 0.6, 0.3], [-0.4, -1.3, -1.5]]}